The ion C5H9N2S2 with charge +1 in a non-equilibrium geometry. Source: OMol25; level of theory: the ωB97M-V functional and the def2-TZVPD basis.

- LUMO energy (hartree) = -0.1884
- charge = +1
- orbital gap (Ha) = 0.2962
- multiplicity = 1

Bonds (Å) are listed after each position.
Atoms and positions in Å:
1 C -3.81484 1.27943 -0.04937  N2 1.365, H10 1.177, H11 1.131, H12 1.113
2 N -2.77949 0.38977 -0.05679  C1 1.365, C3 1.190
3 C -1.98400 -0.36607 0.40388  N2 1.190, N4 1.234
4 N -1.05414 -1.13445 0.66291  C3 1.234, S5 1.630
5 S 0.57413 -1.05824 0.67293  N4 1.630, C6 1.811, C7 1.829
6 C 0.94697 -2.30109 -0.59089  S5 1.811, H13 1.016, H14 1.143, H15 1.062
7 C 0.68895 0.46744 -0.32949  S5 1.829, S8 1.655
8 S 2.02257 1.44033 -0.44184  C7 1.655, C9 1.844
9 C 3.34783 0.76954 0.65094  S8 1.844, H16 1.087, H17 1.075, H18 1.086
10 H -4.82466 0.93023 -0.54221  C1 1.177
11 H -3.67887 2.29596 -0.52564  C1 1.131
12 H -4.11341 1.54027 0.99009  C1 1.113
13 H 1.95238 -2.25641 -0.73033  C6 1.016
14 H 0.29195 -2.14410 -1.51462  C6 1.143
15 H 0.75681 -3.24596 -0.14483  C6 1.062
16 H 3.32808 -0.30835 0.79191  C9 1.087
17 H 2.96033 1.06285 1.61019  C9 1.075
18 H 4.32594 1.13872 0.35587  C9 1.086

The ion C15H17Br2ClF3NO2PS with charge +1 in a non-equilibrium geometry. Source: OMol25; level of theory: the ωB97M-V functional and the def2-TZVPD basis.

- LUMO energy (hartree) = -0.1163
- charge = +1
- orbital gap (Ha) = 0.3369
- multiplicity = 1

Bonds (Å) are listed after each position.
Atoms and positions in Å:
1 O 0.83440 -0.72889 1.89518  C2 1.203
2 C 1.17543 -0.76191 0.74225  O1 1.203, C3 1.512, C21 1.472
3 C 0.27847 -1.38721 -0.30149  C2 1.512, C4 1.509, H27 1.090, H28 1.086
4 C -1.09635 -1.78170 0.18084  C3 1.509, P5 1.922, C7 1.565, N11 1.512
5 P -1.85391 -2.74488 -1.29956  C4 1.922, S6 1.934, H29 1.401, H30 1.404
6 S -1.53740 -1.88328 -3.00154  P5 1.934
7 C -1.20288 -2.64755 1.47991  C4 1.565, Cl8 1.773, O9 1.406, H31 1.083
8 Cl -2.40999 -3.94684 1.47439  C7 1.773
9 O -1.56900 -1.75395 2.50146  C7 1.406, C10 1.396
10 C -2.01278 -0.52068 2.02075  O9 1.396, N11 1.501, H32 1.086, H33 1.083
11 N -2.09214 -0.69941 0.53270  C4 1.512, C10 1.501, C12 1.512, H34 1.022
12 C -2.22184 0.52564 -0.34476  N11 1.512, C13 1.534, H35 1.084, H36 1.080
13 C -1.99845 1.84404 0.40773  C12 1.534, C14 1.520, H37 1.086, H38 1.081
14 C -1.79734 3.03339 -0.51646  C13 1.520, F15 1.344, Br16 1.964, C17 1.562
15 F -2.94555 3.35764 -1.13547  C14 1.344
16 Br -1.31867 4.54706 0.63942  C14 1.964
17 C -0.65374 2.83296 -1.56087  C14 1.562, F18 1.349, F19 1.323, Br20 1.929
18 F 0.24279 1.98973 -1.00910  C17 1.349
19 F -0.00599 3.94817 -1.85611  C17 1.323
20 Br -1.33098 2.09956 -3.21177  C17 1.929
21 C 2.48138 -0.23240 0.31705  C2 1.472, C22 1.396, C26 1.398
22 C 2.71238 0.30588 -0.94960  C21 1.396, C23 1.394, H39 1.078
23 C 3.96709 0.82593 -1.26251  C22 1.394, C24 1.392, H40 1.078
24 C 4.99705 0.79817 -0.32616  C23 1.392, C25 1.393, H41 1.078
25 C 4.77742 0.23415 0.92793  C24 1.393, C26 1.392, H42 1.076
26 C 3.52248 -0.27425 1.24927  C21 1.398, C25 1.392, H43 1.077
27 H 0.75387 -2.28725 -0.69001  C3 1.090
28 H 0.20800 -0.71707 -1.15349  C3 1.086
29 H -1.27648 -4.01377 -1.15929  P5 1.401
30 H -3.22499 -2.85608 -1.01763  P5 1.404
31 H -0.21809 -3.00174 1.75947  C7 1.083
32 H -2.98956 -0.29165 2.43626  C10 1.086
33 H -1.27089 0.20710 2.32377  C10 1.083
34 H -2.99252 -1.17279 0.43270  N11 1.022
35 H -3.23858 0.52446 -0.72033  C12 1.084
36 H -1.59441 0.42898 -1.21801  C12 1.080
37 H -2.90140 2.06689 0.96849  C13 1.086
38 H -1.16409 1.81966 1.09439  C13 1.081
39 H 1.93850 0.33770 -1.69978  C22 1.078
40 H 4.11550 1.25857 -2.23845  C23 1.078
41 H 5.95651 1.21436 -0.58621  C24 1.078
42 H 5.57882 0.20119 1.64592  C25 1.076
43 H 3.37793 -0.69791 2.22875  C26 1.077